Density functional theory data (ωB97M-V/def2-TZVPD) for a structure of composition C33H57Br2FOSi3.

Summary:
Charge: 0

Each line ends with the Löwdin charge.
Cartesian coordinates (Å):
C (3.8122, -4.9326, 0.0531)  -0.102
C (3.9246, -4.8388, -1.4835)  -0.247
C (5.1828, -4.0893, -1.9769)  -0.203
C (4.9072, -2.8776, -2.9012)  -0.272
C (5.1612, -1.5149, -2.2260)  -0.269
Si (3.6889, -0.8166, -1.3154)  0.528
C (2.4560, 0.2056, -2.3227)  -0.301
C (1.8749, -0.3526, -3.6219)  -0.780
C (1.1424, -1.6814, -3.4724)  -0.141
Br (3.2276, -0.4398, -5.0370)  0.705
O (4.2857, 0.1571, -0.0992)  -0.309
Si (3.4371, 0.7556, 1.2052)  0.461
C (3.2068, 2.5985, 1.0195)  -0.285
C (2.3171, 3.0067, -0.1652)  -0.260
C (1.3631, 4.1894, 0.1002)  -0.202
C (0.1474, 4.1304, -0.8360)  -0.208
C (-0.7897, 2.9430, -0.5704)  -0.201
C (-1.5866, 2.4954, -1.8149)  -0.213
C (-3.1076, 2.5302, -1.6364)  -0.251
C (-3.5956, 1.4795, -0.6002)  -0.240
Si (-5.0061, 0.3620, -1.1608)  0.575
C (-6.1774, 0.1238, 0.2967)  -0.177
C (-5.9705, 1.1036, -2.5863)  -0.183
C (-4.3790, -1.3579, -1.6118)  -0.243
C (-5.2424, -2.2447, -2.2761)  -0.099
C (-4.8429, -3.5438, -2.5959)  -0.087
C (-3.5625, -3.9814, -2.2587)  -0.093
C (-2.6890, -3.1167, -1.6029)  -0.094
C (-3.0934, -1.8170, -1.2846)  -0.096
C (1.8021, -0.1735, 1.5177)  -0.720
Br (0.9435, 0.9404, 2.9085)  0.748
C (2.0370, -1.5869, 2.0595)  -0.367
C (0.8893, -2.2247, 2.8546)  -0.138
H (3.2684, -5.8215, 0.3759)  0.067
H (3.2731, -4.0636, 0.4417)  0.036
H (4.7985, -4.9241, 0.5261)  0.070
H (3.8969, -5.8489, -1.8962)  0.098
H (3.0356, -4.3123, -1.8453)  0.080
H (5.7860, -3.7740, -1.1227)  0.097
H (5.7944, -4.7977, -2.5448)  0.104
H (5.5590, -2.9480, -3.7780)  0.102
H (3.8886, -2.9507, -3.2911)  0.065
H (5.9665, -1.5928, -1.4869)  0.077
H (5.4855, -0.7732, -2.9629)  0.058
H (2.9204, -1.9627, -0.7634)  0.026
H (1.5817, 0.3525, -1.6693)  0.065
H (2.8704, 1.1994, -2.5123)  0.078
H (1.1659, 0.3798, -4.0152)  0.076
H (0.9923, -2.1412, -4.4531)  0.070
H (1.6843, -2.3986, -2.8547)  0.045
H (0.1463, -1.4988, -3.0552)  0.077
H (4.2415, 0.4980, 2.4224)  0.027
H (4.2045, 3.0425, 0.9363)  0.080
H (2.8012, 2.9381, 1.9782)  0.042
H (2.9923, 3.3030, -0.9744)  0.115
H (1.7057, 2.1713, -0.5034)  0.052
H (1.0256, 4.1713, 1.1446)  0.109
H (1.8893, 5.1355, -0.0602)  0.111
H (0.5262, 4.0806, -1.8637)  0.109
H (-0.4271, 5.0569, -0.7386)  0.113
H (-1.4826, 3.1884, 0.2422)  0.116
H (-0.2068, 2.0902, -0.2104)  0.081
H (-1.3268, 3.1504, -2.6556)  0.104
H (-1.3074, 1.4772, -2.1073)  0.102
H (-3.4222, 3.5302, -1.3225)  0.112
H (-3.5544, 2.3282, -2.6145)  0.084
H (-2.7416, 0.8540, -0.3204)  0.056
H (-3.9184, 1.9608, 0.3313)  0.078
H (-5.5808, -0.2578, 1.1336)  0.035
H (-6.6846, 1.0433, 0.5906)  0.030
H (-6.9049, -0.6568, 0.0562)  0.028
H (-6.1550, 2.1690, -2.4151)  0.037
H (-6.9375, 0.6003, -2.6721)  0.029
H (-5.4585, 1.0020, -3.5464)  0.034
H (-6.2445, -1.9294, -2.5531)  0.098
H (-5.5303, -4.2089, -3.1064)  0.100
H (-3.2354, -4.9874, -2.4967)  0.100
H (-1.6907, -3.4519, -1.3368)  0.097
H (-2.3957, -1.1634, -0.7687)  0.081
H (1.0928, -0.1746, 0.6887)  0.048
H (2.2629, -2.2449, 1.2189)  0.055
H (2.9266, -1.5606, 2.6999)  0.096
H (1.0396, -3.3094, 2.8698)  0.071
H (0.8796, -1.8901, 3.8921)  0.056
H (-0.0814, -2.0354, 2.3919)  0.071
F (-2.6807, 2.7413, 4.1918)  0.051
C (-2.1796, 2.8935, 5.4356)  -0.282
C (-3.0378, 3.2292, 6.4632)  -0.018
C (-2.5144, 3.3827, 7.7390)  -0.086
C (-1.1567, 3.2032, 7.9674)  -0.098
C (-0.3173, 2.8666, 6.9147)  -0.078
C (-0.8271, 2.7075, 5.6340)  -0.027
H (-4.0912, 3.3664, 6.2605)  0.117
H (-3.1720, 3.6427, 8.5577)  0.104
H (-0.7545, 3.3250, 8.9640)  0.100
H (0.7415, 2.7266, 7.0876)  0.106
H (-0.1896, 2.4402, 4.8033)  0.029


Density functional theory data (ωB97M-V/def2-TZVPD) for a structure of composition C16H24N2O4PdSe2.

Summary:
Energy relative to the best compared isomer or geometry (same formula, charge and spin) in kcal per mole: 7.2
Charge: -2

Each line ends with the Löwdin charge.
Cartesian coordinates (Å):
Pd (-2.5464, 1.2316, 0.2211)  0.295
O (1.5976, -0.2587, 4.7122)  -0.098
C (0.1991, -0.0342, 4.8842)  -0.243
C (-0.5730, 0.3235, 3.5968)  -0.577
C (-0.4055, -0.8182, 2.5906)  -0.255
O (0.9218, -0.8194, 2.0263)  -0.161
C (-2.0414, 0.4870, 4.0351)  -0.637
Se (-3.5213, 0.2278, 2.7488)  0.266
C (0.0278, 1.6384, 3.0625)  -0.555
Se (-0.0944, 2.0414, 1.1318)  0.475
H (1.7066, -0.5349, 3.7844)  0.056
H (0.0905, 0.7769, 5.6139)  0.119
H (-0.2650, -0.9317, 5.3166)  0.107
H (-1.1399, -0.7512, 1.7843)  0.033
H (-0.5464, -1.7817, 3.0885)  0.125
H (0.9215, -0.0116, 1.4752)  -0.049
H (-2.1440, 1.4907, 4.4520)  0.031
H (-2.2364, -0.2142, 4.8525)  0.025
H (1.0937, 1.6525, 3.2893)  0.039
H (-0.4286, 2.4656, 3.6078)  0.043
O (-3.8199, 3.9621, -0.3525)  0.012
C (-3.3470, 2.9416, -0.1213)  -0.291
C (2.6639, -0.1232, -0.7295)  -0.096
C (1.7424, 0.4587, -1.7874)  -0.217
N (1.5347, -0.4451, -2.9185)  -0.058
C (2.7089, -0.8180, -3.6876)  -0.230
C (3.1572, -2.2492, -3.4250)  -0.082
C (0.3215, -0.7632, -3.4603)  -0.417
O (0.2614, -1.3379, -4.5491)  0.016
C (-0.9218, -0.3959, -2.7231)  -0.171
C (-1.9227, 0.3645, -3.3799)  -0.065
C (-3.0816, 0.6278, -2.7289)  -0.113
C (-3.3158, 0.0661, -1.4274)  -0.332
N (-2.3872, -0.7421, -0.8347)  -0.035
C (-1.1948, -0.8709, -1.4653)  -0.133
H (2.7162, 0.5881, 0.0971)  0.058
H (3.6754, -0.3050, -1.1032)  0.059
H (2.2608, -1.0597, -0.3374)  0.073
H (2.1536, 1.4056, -2.1578)  0.121
H (0.7898, 0.6949, -1.3244)  0.054
H (3.5059, -0.1137, -3.4350)  0.110
H (2.4738, -0.7037, -4.7469)  0.108
H (3.4067, -2.3941, -2.3733)  0.061
H (4.0347, -2.4957, -4.0292)  0.063
H (2.3517, -2.9345, -3.6885)  0.071
H (-1.7449, 0.7376, -4.3821)  0.104
H (-3.8522, 1.2410, -3.1813)  0.090
H (-4.3416, -0.0757, -1.1020)  0.085
H (-0.4455, -1.4401, -0.9195)  0.120


Density functional theory data (ωB97M-V/def2-TZVPD) for a cluster of 15 separate species, C3H35NO15 in total.

Summary:
Energy relative to the best compared isomer or geometry (same formula, charge and spin) in kcal per mole: 32.8
Charge: 0

Each line ends with the Löwdin charge.
Cartesian coordinates (Å):
C (2.9260, 2.9083, 1.4800)  0.020
C (1.7964, 2.4418, 0.6244)  -0.512
N (1.8451, 1.1751, 0.1444)  0.047
C (2.9818, 0.2796, 0.2616)  -0.070
O (0.7453, 3.0675, 0.4512)  -0.032
H (3.8146, 3.1648, 0.8959)  0.096
H (2.4868, 3.6881, 2.0928)  0.092
H (3.3530, 2.0961, 2.0728)  0.078
H (0.9515, 0.7963, -0.1422)  0.110
H (3.1925, 0.0571, 1.3063)  0.061
H (3.8752, 0.7012, -0.2089)  0.089
H (2.8010, -0.6361, -0.2968)  0.082
H (0.3774, -2.0290, 2.4046)  0.017
H (-0.2848, -1.7459, 0.9437)  0.002
O (-0.4268, -2.0474, 1.8595)  -0.075
H (0.6512, -4.2457, -1.4486)  -0.023
H (1.8578, -3.5706, -0.8019)  0.022
O (1.2124, -4.2659, -0.6452)  -0.077
H (-0.5269, 2.2793, 1.7586)  -0.004
H (-0.4502, 3.5645, 2.4514)  0.044
O (-0.7000, 2.6521, 2.6425)  -0.078
H (-3.7223, 1.3639, -3.0142)  0.065
H (-3.2286, -0.0688, -2.5663)  0.033
O (-2.9549, 0.8207, -2.8238)  -0.051
H (-1.0171, 3.1095, -1.5152)  0.050
H (0.4616, 3.4018, -1.4569)  0.026
O (-0.2516, 3.2209, -2.0900)  -0.055
H (-2.1834, -1.5354, 1.6854)  0.029
H (-2.9655, -0.6713, 2.6687)  0.081
O (-2.9847, -0.9724, 1.7539)  -0.058
H (2.4238, -2.0394, 3.5558)  0.062
H (1.7887, -0.5959, 3.3946)  0.025
O (2.0350, -1.4166, 2.9364)  -0.061
H (-0.2048, 1.7545, -3.2160)  0.002
H (-1.3502, 0.8112, -3.5385)  -0.004
O (-0.3797, 0.8986, -3.6520)  -0.097
H (-1.6283, 0.6997, -0.3266)  0.046
H (-1.7662, 0.0562, 0.9038)  0.003
O (-1.1219, 0.6878, 0.5057)  -0.073
H (1.1510, -0.4530, -2.7607)  0.051
H (0.0630, -1.3842, -3.3571)  0.036
O (0.8277, -1.3602, -2.7782)  -0.064
H (-0.5206, 0.3039, 3.3540)  0.023
H (0.2901, 1.3854, 4.0277)  0.033
O (0.2086, 0.4243, 3.9713)  -0.058
H (0.2287, -3.4173, -3.6526)  0.056
H (-1.0091, -3.6188, -2.8620)  0.066
O (-0.1100, -3.9667, -2.9357)  -0.035
H (-3.6543, -0.4664, 0.1602)  0.000
H (-4.7098, -1.2085, -0.6917)  0.053
O (-4.0386, -0.5194, -0.7347)  -0.067
H (-0.3071, -1.3761, -1.4441)  0.014
H (-0.9210, -2.5800, -0.6255)  0.051
O (-0.9280, -1.6195, -0.7217)  -0.072


Density functional theory data (ωB97M-V/def2-TZVPD) for a cluster of 10 separate species, C31H51F9N2O21 in total.

Summary:
Charge: 0
SMILES: CCOC(=O)C(F)(F)F.CCOC(=O)C(F)(F)F.CCOC(=O)C(F)(F)F.COC(=O)OC.COC(=O)OC.COC(=O)OC.COC(=O)OC.COC(=O)OC.CC#N.CC#N

Each line ends with the Löwdin charge.
Cartesian coordinates (Å):
C (-0.7592, 2.7877, -2.2896)  -0.067
C (-1.2302, 4.0342, -3.0104)  -0.174
O (-2.4308, 3.8589, -3.7776)  0.045
C (-2.3878, 3.1749, -4.8952)  -0.415
O (-1.4367, 2.6393, -5.3478)  0.183
C (-3.7781, 3.0491, -5.5698)  -0.538
F (-4.7376, 3.6552, -4.8867)  0.182
F (-3.6870, 3.6197, -6.7806)  0.162
F (-4.0826, 1.7593, -5.7588)  0.166
H (0.1587, 2.9848, -1.7348)  0.073
H (-0.4950, 2.0177, -3.0197)  0.020
H (-1.4676, 2.3266, -1.6018)  0.084
H (-0.4653, 4.4149, -3.6866)  0.130
H (-1.4303, 4.7894, -2.2528)  0.122
C (-3.3442, -1.7407, -1.9217)  -0.041
C (-4.6983, -2.2207, -2.4007)  -0.199
O (-4.6909, -2.4730, -3.8128)  0.051
C (-5.2330, -1.5562, -4.5827)  -0.406
O (-5.7661, -0.5645, -4.2178)  0.176
C (-4.9851, -1.8171, -6.0923)  -0.571
F (-3.8254, -2.4260, -6.2760)  0.184
F (-5.9718, -2.5074, -6.6547)  0.178
F (-4.9182, -0.6362, -6.6871)  0.170
H (-3.1322, -0.7969, -2.4319)  0.093
H (-2.5594, -2.4102, -2.2897)  0.067
H (-3.3187, -1.7524, -0.8339)  0.070
H (-5.4870, -1.5702, -2.0260)  0.119
H (-4.9251, -3.2098, -1.9918)  0.129
C (0.6924, 4.7633, 1.4326)  -0.067
C (0.9922, 4.3160, 2.8440)  -0.208
O (2.3091, 4.7378, 3.2128)  0.034
C (2.7758, 4.4785, 4.4094)  -0.424
O (2.2172, 3.8855, 5.2657)  0.191
C (4.2296, 4.9836, 4.5612)  -0.570
F (4.6175, 5.7897, 3.5923)  0.184
F (4.3531, 5.6034, 5.7286)  0.177
F (5.0366, 3.9212, 4.5757)  0.171
H (1.5895, 4.7995, 0.8118)  0.085
H (0.3472, 5.8011, 1.4568)  0.082
H (-0.0519, 4.1440, 0.9460)  0.038
H (0.9899, 3.2261, 2.9178)  0.101
H (0.2458, 4.7420, 3.5152)  0.130
C (2.2271, -1.2854, 6.4215)  -0.094
O (2.6927, -0.1965, 5.6462)  0.056
C (2.5602, -0.2258, 4.3461)  -0.608
O (1.9202, -0.9781, 3.6794)  0.106
O (3.2231, 0.8224, 3.8796)  0.020
C (3.2140, 1.0553, 2.4816)  -0.031
H (1.4691, -0.9576, 7.1249)  0.093
H (3.0872, -1.6517, 6.9807)  0.105
H (1.8335, -2.1193, 5.8478)  0.021
H (4.1858, 1.4493, 2.2006)  0.100
H (2.4316, 1.7891, 2.2829)  0.059
H (2.9331, 0.1879, 1.8906)  0.080
C (-5.1694, -0.7511, 1.7919)  -0.042
O (-4.8072, 0.5860, 2.0626)  0.023
C (-3.5180, 0.9196, 2.0535)  -0.589
O (-2.5632, 0.1921, 1.9333)  0.106
O (-3.4306, 2.2374, 2.2638)  0.017
C (-2.0904, 2.6660, 2.4967)  -0.045
H (-5.2090, -1.0248, 0.7370)  0.083
H (-6.1592, -0.9327, 2.2079)  0.097
H (-4.5165, -1.4595, 2.3093)  0.095
H (-1.6746, 2.0508, 3.2921)  0.097
H (-2.0466, 3.7278, 2.7283)  0.095
H (-1.5496, 2.5806, 1.5552)  0.051
C (0.8405, -3.6881, -3.0579)  -0.055
O (-0.2570, -3.1494, -3.7513)  0.035
C (-0.3186, -1.8890, -4.0566)  -0.696
O (-1.1512, -1.4144, -4.7093)  0.189
O (0.6346, -1.2282, -3.4123)  -0.016
C (0.7647, 0.1522, -3.7472)  -0.009
H (1.0564, -3.1031, -2.1671)  0.073
H (1.8123, -3.5998, -3.5536)  0.086
H (0.7436, -4.7530, -2.8833)  0.107
H (1.5512, 0.5438, -3.1029)  0.082
H (-0.1451, 0.6947, -3.4809)  0.056
H (1.0661, 0.2763, -4.7849)  0.118
C (4.0866, 0.5736, -1.7078)  -0.046
O (3.4796, -0.6806, -1.9790)  -0.006
C (4.2624, -1.7381, -2.2042)  -0.608
O (3.8146, -2.7949, -2.5408)  0.147
O (5.5419, -1.4238, -2.1092)  -0.018
C (6.4843, -2.4806, -2.2242)  -0.023
H (4.4909, 1.0259, -2.6181)  0.102
H (4.9005, 0.4963, -0.9928)  0.096
H (3.2879, 1.2312, -1.3757)  0.087
H (6.3474, -3.2202, -1.4344)  0.102
H (7.5054, -2.1262, -2.1396)  0.095
H (6.3280, -2.9627, -3.1888)  0.100
C (2.0941, -4.2580, 3.2966)  -0.006
O (1.8336, -3.8742, 1.9417)  0.037
C (0.5724, -3.7385, 1.6235)  -0.696
O (-0.3394, -3.6971, 2.3776)  0.135
O (0.4891, -3.6062, 0.3235)  -0.024
C (-0.7977, -3.5048, -0.2511)  -0.071
H (2.4230, -3.3994, 3.8770)  0.076
H (2.8935, -4.9935, 3.2756)  0.096
H (1.1882, -4.6773, 3.7258)  0.098
H (-0.7552, -2.7963, -1.0716)  0.049
H (-1.4894, -3.0943, 0.4879)  0.100
H (-1.1647, -4.4643, -0.6052)  0.120
C (0.2107, -1.1072, 0.5909)  -0.035
C (0.2993, 0.3519, 0.6352)  -0.196
N (0.3719, 1.5009, 0.6698)  0.182
H (-0.2990, -1.4996, 1.4665)  0.072
H (1.2162, -1.5220, 0.5319)  0.109
H (-0.3249, -1.3886, -0.3151)  0.069
C (-0.9208, -1.1554, 4.2938)  -0.035
C (-0.1943, -1.8306, 5.3782)  -0.216
N (0.3330, -2.3232, 6.2541)  0.113
H (-1.1465, -0.1443, 4.6216)  0.087
H (-1.7270, -1.7927, 3.9552)  0.083
H (-0.1949, -1.0311, 3.4864)  0.043


Density functional theory data (ωB97M-V/def2-TZVPD) for a cluster of 2 separate species, C6H13N2 in total.

Summary:
Energy relative to the best compared isomer or geometry (same formula, charge and spin) in kcal per mole: 93.7
Charge: +1

Each line ends with the Löwdin charge.
Cartesian coordinates (Å):
C (1.1599, -0.3907, 0.7698)  -0.341
C (0.4122, 0.2354, 1.8757)  -0.235
C (0.6676, 1.7028, 2.1945)  -0.053
C (-1.1553, -1.5434, -1.7413)  -0.061
C (-1.1053, 0.8567, -1.7829)  -0.077
C (-1.4506, -0.2641, -0.9729)  -0.082
N (-0.0789, -0.3482, 0.6587)  0.180
N (2.2595, -1.0242, 0.5338)  0.229
H (0.1212, -0.4129, 2.7853)  0.165
H (0.9168, 2.1978, 1.2736)  0.061
H (1.5625, 1.7734, 2.9379)  0.117
H (-0.2049, 2.2354, 2.7105)  0.102
H (-1.8673, -1.9006, -2.5108)  0.113
H (-0.1887, -1.2923, -2.2500)  0.098
H (-1.0016, -2.4285, -1.0787)  0.097
H (-0.0501, 1.0433, -1.9013)  0.106
H (-1.4090, 1.8108, -1.4165)  0.093
H (-1.5943, 0.5962, -2.6858)  0.109
H (-2.2949, -0.1826, -0.4291)  0.091
H (2.9010, -1.0201, 1.3067)  0.136
H (2.4003, -1.6443, -0.2773)  0.152


Density functional theory data (ωB97M-V/def2-TZVPD) for a cluster of 2 separate species, C5H10O2 in total.

Summary:
Energy relative to the best compared isomer or geometry (same formula, charge and spin) in kcal per mole: 49.4
Charge: 0
SMILES: CCCC=O.C=O

Each line ends with the Löwdin charge.
Cartesian coordinates (Å):
C (-2.5116, -0.0552, -0.0064)  -0.114
C (-1.4283, 0.6403, -0.8481)  -0.247
C (0.4286, -0.7279, -0.0046)  -0.328
O (1.0407, -1.4101, -0.8003)  0.017
C (0.0104, 0.6831, -0.2773)  -0.175
C (3.3208, -0.3848, 0.8730)  -0.099
O (2.4190, 0.0839, 1.5249)  -0.016
H (-3.4970, 0.0790, -0.4737)  0.072
H (-2.3513, -1.1362, 0.0870)  0.069
H (-2.5767, 0.3673, 1.0021)  0.074
H (-1.3941, 0.1502, -1.8292)  0.111
H (-1.7364, 1.6746, -1.0089)  0.101
H (0.0456, -1.1514, 0.9438)  0.130
H (3.0819, -1.0805, 0.0408)  0.079
H (0.0706, 1.2723, 0.6472)  0.115
H (0.7116, 1.1147, -1.0068)  0.123
H (4.3659, -0.1193, 1.1364)  0.089


Computed max |F|, in the same sequence as the records: 1.0, 0.7, 2.0, 4.5, 6.1, 0.5 eV/A.
Computed lowest unoccupied orbital energy, in the same sequence as the records: 0.54, 4.78, 0.08, 0.25, -4.39, 0.81 eV.